Formula: C30H38N2O4
Source: OMol25
Level of theory: the ωB97M-V functional and the def2-TZVPD basis

Results
HOMO-LUMO gap: 7.2 eV
SMILES: Cc1ccc(Cc2cccc3c2C(=O)c2ccccc2C3=O)cc1.COC[C@@H](C)N.COC[C@@H](C)N
Energy above the lowest of the compared OMol25 structures with the same formula, charge and spin: 307.12 kcal per mole
Electronic energy: -1575.91746 hartree
HOMO: -8.256 eV

Each line ends with the Mulliken charge.
Element x y z (Å)
C1 -2.763 4.798 -3.120  -1.06
C2 -3.098 3.608 -2.068  0.78
C3 -1.912 2.727 -1.577  -0.68
C4 -2.226 1.595 -0.527  -0.03
C5 -3.695 1.387 -0.011  0.46
C6 -3.916 0.225 1.097  -0.38
C7 -3.175 0.739 2.434  0.14
C8 -3.905 1.796 3.349  -0.52
C9 -3.281 2.370 4.652  -0.62
C10 -1.850 1.887 5.034  -0.58
C11 -1.104 0.854 4.127  0.28
C12 -1.757 0.254 2.819  0.66
C13 -0.894 -0.808 1.960  0.27
O1 -1.360 -1.868 1.474  -0.57
C14 0.668 -0.417 1.810  0.43
C15 1.479 -0.565 0.502  -0.45
C16 2.982 -0.088 0.529  -0.58
C17 3.617 0.513 1.832  -0.21
C18 2.802 0.653 3.159  -0.67
C19 1.319 0.181 3.117  0.43
C20 0.396 0.338 4.436  0.05
O2 0.810 0.056 5.593  -0.53
C21 -4.851 2.287 -0.528  -0.48
C22 -4.561 3.417 -1.577  -0.46
H1 -3.048 5.826 -2.674  0.28
H2 -1.628 4.803 -3.307  0.28
H3 -3.344 4.627 -4.100  0.28
H4 -0.824 2.860 -1.896  0.22
H5 -1.397 0.927 -0.125  -0.01
H6 -3.391 -0.704 0.695  -0.18
H7 -5.012 0.053 1.358  0.54
H8 -4.960 2.160 3.057  0.28
H9 -3.772 3.141 5.335  0.32
H10 -1.377 2.315 5.984  0.34
H11 1.021 -0.984 -0.452  0.41
H12 3.668 -0.146 -0.380  0.39
H13 4.701 0.888 1.834  0.23
H14 3.231 1.089 4.118  0.34
H15 -5.904 2.108 -0.096  0.27
H16 -5.404 4.077 -1.966  0.29
C23 9.492 -0.329 -0.938  -1.39
C24 8.827 0.684 -0.010  0.35
C25 7.959 0.036 1.089  -0.82
O3 6.694 -0.437 0.635  -0.17
C26 6.729 -1.718 0.027  -0.83
N1 8.054 1.635 -0.819  -0.74
H17 8.794 -0.759 -1.659  0.28
H18 10.288 0.151 -1.514  0.35
H19 9.943 -1.146 -0.368  0.34
H20 9.630 1.236 0.492  0.40
H21 7.733 0.805 1.835  0.33
H22 8.503 -0.757 1.617  0.41
H23 7.469 -2.375 0.491  0.35
H24 6.922 -1.621 -1.044  0.28
H25 5.742 -2.172 0.141  0.26
H26 7.689 2.363 -0.207  0.27
H27 7.215 1.148 -1.139  0.31
C27 -4.249 -2.755 -4.107  -1.49
C28 -3.584 -3.136 -2.788  0.28
C29 -4.331 -4.247 -2.021  -0.69
O4 -5.506 -3.807 -1.346  -0.38
C30 -6.658 -3.720 -2.169  -0.67
N2 -3.425 -1.929 -1.969  -0.54
H28 -5.141 -2.142 -3.967  0.27
H29 -3.558 -2.174 -4.725  0.37
H30 -4.532 -3.646 -4.676  0.37
H31 -2.587 -3.520 -3.028  0.44
H32 -3.665 -4.618 -1.234  0.34
H33 -4.553 -5.105 -2.668  0.44
H34 -6.678 -4.500 -2.935  0.30
H35 -6.717 -2.731 -2.630  0.24
H36 -7.537 -3.838 -1.532  0.26
H37 -2.898 -2.170 -1.130  0.18
H38 -4.349 -1.683 -1.609  0.29

Cartesian forces (eV/Å) of the 2 atoms listed first:
C -0.2 -0.6 0.8
C -0.2 -1.1 1.2